Here is a cluster of 2 separate species, C7H10 in total from the Open Molecules 2025 dataset. Energies are from ωB97M-V/def2-TZVPD.

Summary:
E_LUMO: 0.0403 Ha
Kohn-Sham gap: 9.56 eV
F_max: 0.9 eV Å⁻¹
Structure (SMILES): C1=C2[C@H]3C[C@H]3[C@H]2C1.[H][H]

Geometry as ORCA input:
```
! wB97M-V def2-TZVPD RIJCOSX def2/J DEFGRID3
* xyz 0 1
C 1.264 0.003 0.951
C 0.673 -0.417 -0.196
C -0.632 -0.981 -0.743
C -1.721 -0.198 -0.045
C -0.979 0.460 -1.162
C 0.416 0.942 -0.720
C 0.859 1.439 0.701
H 1.858 -0.461 1.731
H -0.849 -1.929 -1.227
H -2.739 -0.493 -0.287
H -1.591 0.129 0.986
H -1.474 0.773 -2.074
H 1.065 1.283 -1.529
H -0.039 1.704 1.278
H 1.607 2.225 0.804
H 1.027 -2.256 1.124
H 1.256 -2.223 0.406
*
```


Here is a cluster of 2 separate species, C7H10 in total at a distorted geometry from the Open Molecules 2025 dataset. Energies are from ωB97M-V/def2-TZVPD.

Summary:
E_LUMO: 0.0367 Ha
Kohn-Sham gap: 9.27 eV
F_max: 3.4 eV Å⁻¹

Geometry as ORCA input:
```
! wB97M-V def2-TZVPD RIJCOSX def2/J DEFGRID3
* xyz 0 1
C -1.140 1.266 -0.106
C -1.467 -0.157 0.250
C -0.940 0.202 -1.128
C 0.332 -0.669 -0.899
C 1.613 -0.294 -0.155
C 0.962 -0.286 1.240
C -0.222 -1.010 0.541
H -2.014 1.893 -0.264
H -0.286 1.798 0.308
H -2.472 -0.447 0.541
H -1.491 0.193 -2.065
H 0.423 -1.411 -1.702
H 2.307 1.031 -0.536
H 2.672 0.085 -0.516
H 1.491 -0.823 2.036
H 0.634 0.682 1.639
H -0.404 -2.053 0.816
*
```


Here is an isolated molecule of C7H10 from the Open Molecules 2025 dataset. Energies are from ωB97M-V/def2-TZVPD.

Summary:
E_LUMO: -0.0272 Ha
Kohn-Sham gap: 7.37 eV
F_max: 0.5 eV Å⁻¹

Geometry as ORCA input:
```
! wB97M-V def2-TZVPD RIJCOSX def2/J DEFGRID3
* xyz 0 1
C -1.874 -0.777 0.073
C -0.551 -0.675 -0.649
C 0.214 0.625 -0.931
C -0.237 1.943 -0.322
C 0.744 -0.403 -0.028
C 1.824 -0.723 0.719
C 1.809 -1.779 1.689
H -2.696 -0.480 -0.588
H -2.041 -1.812 0.384
H -1.902 -0.152 0.969
H -0.449 -1.390 -1.469
H 0.670 0.716 -1.917
H 0.607 2.631 -0.205
H -0.982 2.424 -0.965
H -0.687 1.802 0.666
H 2.693 -0.091 0.518
H 2.858 -1.859 2.058
*
```


Here is an isolated molecule of C7H10 from the Open Molecules 2025 dataset. Energies are from ωB97M-V/def2-TZVPD.

Summary:
E_LUMO (spin up / spin down): 0.0127 / 0.0132 Ha
Kohn-Sham gap (spin up / spin down): 7.68 / 7.69 eV
F_max: 0.4 eV Å⁻¹

Geometry as ORCA input:
```
! wB97M-V def2-TZVPD RIJCOSX def2/J DEFGRID3
* xyz 0 1
C 0.891 0.916 1.428
C 1.292 0.702 0.101
C 0.822 -0.453 -0.717
C -0.094 -1.550 -0.163
C -1.426 -0.843 -0.261
C -1.304 0.539 -0.018
C -0.161 0.631 -1.001
H 1.147 1.859 1.906
H -0.729 0.856 1.032
H 0.776 0.077 2.112
H 1.984 1.382 -0.390
H 1.475 -0.765 -1.530
H 0.122 -1.888 0.862
H -0.043 -2.430 -0.812
H -2.362 -1.376 -0.425
H -2.181 1.163 -0.190
H -0.210 1.182 -1.934
*
```


Here is an isolated molecule of C7H10 from the Open Molecules 2025 dataset. Energies are from ωB97M-V/def2-TZVPD.

Summary:
E_LUMO: 0.0414 Ha
Kohn-Sham gap: 10.96 eV
F_max: 0.5 eV Å⁻¹
Structure (SMILES): C#CC[C@@H]1C[C@@H]1C

Geometry as ORCA input:
```
! wB97M-V def2-TZVPD RIJCOSX def2/J DEFGRID3
* xyz 0 1
C 1.568 -2.473 0.861
C 0.629 -1.961 0.308
C -0.514 -1.298 -0.335
C -0.969 -0.061 0.424
C -1.508 1.124 -0.331
C -0.177 1.217 0.364
C 1.119 1.334 -0.409
H 2.401 -2.934 1.345
H -0.240 -1.032 -1.364
H -1.348 -2.007 -0.416
H -1.438 -0.286 1.381
H -2.350 1.669 0.085
H -1.505 1.066 -1.418
H -0.185 1.797 1.285
H 1.337 2.386 -0.624
H 1.958 0.914 0.156
H 1.080 0.809 -1.370
*
```


Here is an isolated molecule of C7H10 at a distorted geometry from the Open Molecules 2025 dataset. Energies are from ωB97M-V/def2-TZVPD.

Summary:
E_LUMO (spin up / spin down): -0.0178 / -0.0178 Ha
Kohn-Sham gap (spin up / spin down): 7.90 / 7.90 eV
F_max: 5.2 eV Å⁻¹

Geometry as ORCA input:
```
! wB97M-V def2-TZVPD RIJCOSX def2/J DEFGRID3
* xyz 0 1
C -0.574 -0.686 -1.058
C -1.865 -0.753 -2.207
C 2.418 0.560 1.012
C 1.675 -0.260 1.945
C -0.012 -0.011 0.096
C 1.345 -0.348 0.483
C -3.176 -0.247 -1.593
H 0.111 -1.421 -1.494
H 2.250 1.687 0.935
H 3.374 0.318 0.753
H 2.170 -1.168 2.364
H 0.902 0.145 2.718
H -0.605 0.846 0.596
H 1.604 -1.230 -0.152
H -3.430 -0.849 -0.752
H -3.918 -0.197 -2.350
H -2.926 0.780 -1.192
*
```


Here is an isolated molecule of C7H10 from the Open Molecules 2025 dataset. Energies are from ωB97M-V/def2-TZVPD.

Summary:
E_LUMO: 0.0429 Ha
Kohn-Sham gap: 10.25 eV
F_max: 0.3 eV Å⁻¹
Structure (SMILES): C=CCC=C1CC1

Geometry as ORCA input:
```
! wB97M-V def2-TZVPD RIJCOSX def2/J DEFGRID3
* xyz 0 1
C 0.070 2.066 -0.679
C -0.994 1.284 -0.807
C -0.948 -0.026 -1.552
C -0.169 -1.091 -0.808
C 0.287 -0.989 0.427
C 0.346 -0.261 1.698
C 1.149 -1.540 1.477
H 0.058 2.962 -0.069
H 1.014 1.796 -1.151
H -1.919 1.547 -0.298
H -0.448 0.120 -2.520
H -1.958 -0.380 -1.795
H 0.077 -1.987 -1.377
H 0.869 0.689 1.770
H -0.528 -0.335 2.342
H 2.219 -1.412 1.331
H 0.874 -2.444 2.010
*
```


Here is a structure of composition C7H10BN2O4Tm at a distorted geometry from the Open Molecules 2025 dataset. Energies are from ωB97M-V/def2-TZVPD.

Summary:
E_LUMO (spin up / spin down): -0.3668 / -0.4141 Ha
Kohn-Sham gap (spin up / spin down): 6.11 / 4.79 eV
F_max: 10.3 eV Å⁻¹

Geometry as ORCA input:
```
! wB97M-V def2-TZVPD RIJCOSX def2/J DEFGRID3
* xyz 2 3
C 1.030 3.306 -0.230
C 0.324 2.138 0.161
C -0.391 0.669 0.510
C 0.735 -0.282 1.226
C 1.892 -0.870 0.225
C 2.101 -0.490 -1.360
N 2.760 -1.819 0.780
O -1.536 1.139 1.358
B -2.471 -0.017 1.461
O -2.371 -0.629 0.088
C -1.317 0.042 -0.719
O -1.735 1.028 -1.746
N -2.695 0.531 -2.548
O -2.378 -0.552 -3.025
H 1.582 4.092 -0.936
H 0.279 -1.218 1.809
H 1.258 0.373 2.069
H 3.195 -0.849 -1.672
H 1.923 0.636 -1.626
H 1.371 -1.113 -2.067
H 2.486 -1.981 1.796
H -3.606 0.214 1.743
H -1.881 -0.706 2.239
H -0.652 -0.854 -1.070
Tm 0.094 -2.786 1.534
*
```


Here is a cluster of 2 separate species, C7H10BN3 in total at a distorted geometry from the Open Molecules 2025 dataset. Energies are from ωB97M-V/def2-TZVPD.

Summary:
E_LUMO (spin up / spin down): 0.0278 / -0.0558 Ha
Kohn-Sham gap (spin up / spin down): 7.69 / 6.48 eV
F_max: 4.3 eV Å⁻¹

Geometry as ORCA input:
```
! wB97M-V def2-TZVPD RIJCOSX def2/J DEFGRID3
* xyz 0 3
B 1.524 0.711 -0.039
C -2.992 0.915 -0.123
C -2.822 -0.476 -0.040
C -1.884 1.787 -0.068
C -1.623 -1.103 0.059
C -0.650 1.124 -0.004
C -0.473 -0.278 0.109
C 1.317 -1.891 0.438
N 0.610 1.756 -0.147
N 0.895 -0.559 0.138
N 4.143 0.773 -0.469
H -3.956 1.261 -0.168
H -3.687 -1.147 -0.197
H -1.957 2.834 -0.006
H -1.371 -2.230 0.272
H 1.170 -2.196 1.541
H 0.561 -2.552 -0.056
H 2.395 -1.919 0.196
H 0.735 2.737 -0.452
H 3.975 0.325 -1.368
H 4.087 0.128 0.382
*
```


Here is a structure of composition C7H10Br2N2O2 at a distorted geometry from the Open Molecules 2025 dataset. Energies are from ωB97M-V/def2-TZVPD.

Summary:
E_LUMO (spin up / spin down): -0.0382 / -0.0238 Ha
Kohn-Sham gap (spin up / spin down): 6.07 / 7.37 eV
F_max: 4.8 eV Å⁻¹

Geometry as ORCA input:
```
! wB97M-V def2-TZVPD RIJCOSX def2/J DEFGRID3
* xyz 0 1
C -0.323 -1.008 -0.797
C -0.110 0.335 -0.648
C 0.196 0.514 0.833
C -0.082 -1.698 0.390
C 1.460 1.795 -1.620
C -0.003 1.423 -1.677
C -2.498 -1.786 1.119
N 0.253 -0.756 1.356
N 0.323 -1.198 2.679
O 0.545 1.562 1.405
O 0.087 -2.924 0.654
Br -3.456 -2.723 -0.210
Br -3.026 0.025 1.162
H -0.605 -1.478 -1.715
H 1.811 2.184 -0.649
H 1.582 2.718 -2.410
H 2.051 0.870 -1.749
H -0.453 1.006 -2.660
H -0.775 2.201 -1.327
H -2.543 -2.106 2.192
H -0.581 -1.379 2.985
H 0.770 -0.300 3.084
H 0.298 -3.092 1.644
*
```


Here is the ion C7H10BrF4OS with charge +1 at a distorted geometry from the Open Molecules 2025 dataset. Energies are from ωB97M-V/def2-TZVPD.

Summary:
E_LUMO: -0.1542 Ha
Kohn-Sham gap: 10.34 eV
F_max: 1.5 eV Å⁻¹

Geometry as ORCA input:
```
! wB97M-V def2-TZVPD RIJCOSX def2/J DEFGRID3
* xyz 1 1
C -2.078 -0.441 1.632
C -2.518 -0.032 0.230
C -1.403 0.186 -0.827
Br -1.542 1.868 -1.757
S 0.264 -0.042 -0.114
C 0.874 1.585 0.396
C 1.698 1.347 1.670
O 1.152 1.085 2.718
C 1.356 -0.520 -1.560
F 2.284 0.428 -1.720
F 0.615 -0.632 -2.666
C 1.998 -1.873 -1.179
F 2.689 -2.341 -2.210
F 2.818 -1.610 -0.141
H -1.538 -1.378 1.657
H -2.973 -0.592 2.216
H -1.486 0.333 2.105
H -3.175 -0.789 -0.173
H -3.040 0.906 0.316
H -1.463 -0.579 -1.586
H 1.456 2.039 -0.393
H -0.003 2.173 0.625
H 2.787 1.447 1.604
H 1.229 -2.568 -0.846
*
```


Here is a cluster of 2 separate species, C7H10Cl2OSSi in total at a distorted geometry from the Open Molecules 2025 dataset. Energies are from ωB97M-V/def2-TZVPD.

Summary:
E_LUMO (spin up / spin down): 0.0241 / -0.0489 Ha
Kohn-Sham gap (spin up / spin down): 6.65 / 7.91 eV
F_max: 2.2 eV Å⁻¹

Geometry as ORCA input:
```
! wB97M-V def2-TZVPD RIJCOSX def2/J DEFGRID3
* xyz 0 3
C 2.070 0.944 2.589
C 1.838 1.313 1.251
C 1.019 0.283 3.139
C 0.600 0.953 0.789
C -2.361 -1.391 -1.138
C -2.595 0.005 -0.591
C 1.777 -1.038 -2.026
O -1.680 0.931 -1.116
Si -0.099 1.131 -0.922
S -0.276 0.099 2.031
Cl 2.074 -2.110 -0.700
Cl 0.291 2.842 -1.870
H 2.982 1.158 3.118
H 2.553 1.838 0.644
H 0.916 -0.107 4.131
H -2.438 -1.386 -2.222
H -1.368 -1.737 -0.861
H -3.104 -2.074 -0.734
H -2.521 -0.002 0.503
H -3.587 0.372 -0.874
H 1.246 -1.528 -2.828
H 2.663 -0.495 -2.313
*
```


| no. | DFT total energy (eV) |
| --- | --- |
| 1 | -7415.0542 |
| 2 | -7414.6603 |
| 3 | -7415.6714 |
| 4 | -7415.9139 |
| 5 | -7418.5750 |
| 6 | -7414.1340 |
| 7 | -7418.4722 |
| 8 | -48763.7019 |
| 9 | -12564.1824 |
| 10 | -154576.9180 |
| 11 | -101207.6140 |
| 12 | -53224.9389 |